# 1
{
  "formula": "C3H5NOP",
  "method": "the ωB97M-V functional and the def2-TZVPD basis",
  "symbols": ["O", "N", "C", "C", "P", "C", "H", "H", "H", "H", "H"],
  "coordinates": [[-1.130, -1.057, 1.280], [0.010, -0.771, 0.575], [-0.323, -0.587, -0.829], [0.254, 0.691, -1.280], [1.132, 1.623, -0.156], [0.540, 0.497, 1.169], [-1.441, -0.814, -0.773], [0.041, -1.407, -1.434], [0.087, 0.924, -2.347], [-0.364, 0.820, 1.741], [1.194, 0.082, 2.055]],
  "relative_energy_kcal_mol": 6.9,
  "largest_force_ev_per_a": 3.3,
  "smiles": "[O-]N1CC=PC1",
  "orbital_gap_ha": 0.2108,
  "lumo_ev": 4.29,
  "charge": -1
}


# 2
{
  "formula": "C3H5NOS",
  "method": "the ωB97M-V functional and the def2-TZVPD basis",
  "symbols": ["O", "S", "C", "N", "C", "C", "H", "H", "H", "H", "H"],
  "coordinates": [[-1.833, -0.148, 1.417], [-1.104, 0.538, 0.331], [-0.936, -0.875, -1.283], [0.304, -1.103, -1.280], [1.167, -0.678, -0.399], [0.719, 0.369, 0.603], [-1.217, 1.955, 0.749], [-1.449, -0.373, -2.126], [2.196, -1.185, -0.085], [0.914, 0.034, 1.554], [1.239, 1.466, 0.518]],
  "relative_energy_kcal_mol": 136.5,
  "largest_force_ev_per_a": 4.5,
  "smiles": "O=[S@@H]1=CN=CC1",
  "orbital_gap_ha": 0.2808,
  "lumo_ev": -0.35
}


# 3
{
  "formula": "C3H5NOS",
  "method": "the ωB97M-V functional and the def2-TZVPD basis",
  "symbols": ["C", "C", "C", "N", "O", "S", "H", "H", "H", "H", "H"],
  "coordinates": [[-0.890, 2.314, 0.752], [0.039, 1.510, 0.874], [0.158, -0.687, -0.550], [-0.645, -1.906, -0.619], [2.453, 0.551, 0.140], [1.313, 0.276, 0.964], [-1.565, 3.054, 0.702], [-0.065, -2.729, -0.571], [-0.577, 0.131, -0.693], [1.039, -0.728, -1.168], [-1.260, -1.785, 0.169]],
  "relative_energy_kcal_mol": 113.2,
  "largest_force_ev_per_a": 6.1,
  "orbital_gap_ha": 0.3397,
  "lumo_ev": 0.58
}


# 4
{
  "formula": "C3H5NOS",
  "method": "the ωB97M-V functional and the def2-TZVPD basis",
  "symbols": ["C", "C", "N", "O", "C", "S", "H", "H", "H", "H", "H"],
  "coordinates": [[-1.990, 0.038, -0.026], [-0.471, -0.014, -0.148], [0.106, -1.136, -0.137], [1.472, -1.108, -0.225], [2.027, 0.153, 0.078], [0.644, 1.358, -0.178], [-2.252, 0.708, 0.769], [-2.396, 0.462, -0.912], [-2.341, -0.930, 0.187], [2.922, 0.271, -0.552], [2.279, 0.198, 1.145]],
  "relative_energy_kcal_mol": 54.9,
  "largest_force_ev_per_a": 2.4,
  "smiles": "CC1=NOCS1",
  "orbital_gap_ha": 0.3475,
  "lumo_ev": 0.79
}


# 5
{
  "formula": "C3H5NOS",
  "method": "the ωB97M-V functional and the def2-TZVPD basis",
  "symbols": ["C", "N", "C", "O", "C", "S", "H", "H", "H", "H", "H"],
  "coordinates": [[-0.336, -0.608, -1.088], [-0.003, 0.065, 0.136], [-0.133, 1.477, 0.197], [-0.122, 2.112, -0.825], [0.559, -0.655, 1.162], [0.933, -0.174, 2.674], [-0.355, -1.712, -1.018], [0.403, -0.327, -1.857], [-1.351, -0.337, -1.454], [-0.241, 1.850, 1.212], [0.646, -1.692, 0.859]],
  "relative_energy_kcal_mol": 21.7,
  "largest_force_ev_per_a": 1.8,
  "smiles": "CN(C=O)C=S",
  "orbital_gap_ha": 0.3220,
  "lumo_ev": -0.19
}


# 6
{
  "formula": "C3H5NOS",
  "method": "the ωB97M-V functional and the def2-TZVPD basis",
  "symbols": ["C", "C", "N", "S", "C", "O", "H", "H", "H", "H", "H"],
  "coordinates": [[-1.892, -0.586, -1.376], [-0.740, -0.188, -0.537], [-0.394, 1.012, -0.300], [1.009, 1.038, 0.709], [1.053, -0.798, 0.792], [-0.032, -1.231, -0.004], [-2.578, -1.183, -0.780], [-2.365, 0.314, -1.761], [-1.620, -1.199, -2.172], [1.978, -1.201, 0.386], [0.922, -1.145, 1.850]],
  "relative_energy_kcal_mol": 25.2,
  "largest_force_ev_per_a": 1.9,
  "smiles": "CC1=NSCO1",
  "orbital_gap_ha": 0.3371,
  "lumo_ev": 0.90
}


# 7
{
  "formula": "C3H5NOS",
  "method": "the ωB97M-V functional and the def2-TZVPD basis",
  "symbols": ["C", "C", "C", "H", "H", "H", "H", "H", "N", "O", "S"],
  "coordinates": [[-0.235, 0.167, 0.890], [0.283, 0.143, -0.488], [-0.475, 0.689, -1.711], [-1.288, -2.047, 1.799], [-0.442, 1.179, 1.594], [0.584, -0.266, 1.571], [0.447, -0.862, -0.582], [2.336, -0.269, -0.741], [-0.760, 1.290, -2.715], [1.424, 0.801, -0.480], [-1.875, -0.825, 0.866]],
  "relative_energy_kcal_mol": 139.9,
  "largest_force_ev_per_a": 8.9,
  "orbital_gap_ha": 0.3092,
  "lumo_ev": -1.26
}


# 8
{
  "formula": "C3H5NS",
  "method": "the ωB97M-V functional and the def2-TZVPD basis",
  "symbols": ["N", "C", "S", "H", "C", "C", "H", "H", "H", "H"],
  "coordinates": [[-1.710, 1.582, 0.025], [-2.278, 0.529, -0.049], [-3.226, -0.695, -0.015], [-0.767, 1.852, -0.155], [0.757, -0.848, 0.144], [1.900, -0.236, -0.081], [0.385, -1.620, -0.510], [0.142, -0.624, 1.000], [2.513, -0.469, -0.935], [2.283, 0.529, 0.576]],
  "relative_energy_kcal_mol": 18.3,
  "largest_force_ev_per_a": 1.3,
  "smiles": "N=C=S.C=C",
  "orbital_gap_ha": 0.3806,
  "lumo_ev": 0.72
}


# 9
{
  "formula": "C3H5NS",
  "method": "the ωB97M-V functional and the def2-TZVPD basis",
  "symbols": ["C", "C", "N", "S", "C", "H", "H", "H", "H", "H"],
  "coordinates": [[-0.778, -0.295, -0.247], [-0.140, -1.030, -1.330], [1.176, -1.113, -1.071], [1.732, -0.257, 0.693], [0.052, 0.586, 0.666], [-1.572, -0.547, 0.452], [-0.499, -1.380, -2.414], [1.808, -0.897, -1.920], [0.125, 1.659, 0.395], [-0.252, 0.409, 1.645]],
  "relative_energy_kcal_mol": 74.3,
  "largest_force_ev_per_a": 3.9,
  "smiles": "C1=CNSC1",
  "orbital_gap_ha": 0.2817,
  "lumo_ev": 0.00
}


# 10
{
  "formula": "C3H5NS",
  "method": "the ωB97M-V functional and the def2-TZVPD basis",
  "symbols": ["C", "C", "C", "N", "S", "H", "H", "H", "H", "H"],
  "coordinates": [[1.334, 0.166, -0.094], [0.570, 1.215, 0.028], [0.358, -0.922, -0.463], [-1.982, -0.205, 0.674], [-1.122, 0.286, -0.488], [2.446, 0.097, -0.025], [0.646, 2.103, 0.518], [0.621, -1.678, -1.252], [-0.008, -1.412, 0.471], [-2.862, 0.350, 0.632]],
  "relative_energy_kcal_mol": 74.5,
  "largest_force_ev_per_a": 4.0,
  "orbital_gap_ha": 0.3402,
  "lumo_ev": 0.84
}


# 11
{
  "formula": "C3H5NS",
  "method": "the ωB97M-V functional and the def2-TZVPD basis",
  "symbols": ["S", "C", "N", "C", "C", "H", "H", "H", "H", "H"],
  "coordinates": [[-2.868, -0.541, -0.172], [-1.354, -0.185, 0.035], [-0.239, -0.320, -0.774], [0.891, -0.547, 0.184], [0.689, 0.695, -0.399], [-1.179, -0.052, 1.213], [0.648, -0.671, 1.193], [1.795, -0.921, -0.231], [0.230, 1.555, 0.155], [1.388, 0.985, -1.201]],
  "relative_energy_kcal_mol": 59.4,
  "largest_force_ev_per_a": 5.7,
  "smiles": "S=CN1CC1",
  "orbital_gap_ha": 0.3239,
  "lumo_ev": 0.15
}


# 12
{
  "formula": "C3H5NS",
  "method": "the ωB97M-V functional and the def2-TZVPD basis",
  "symbols": ["C", "C", "C", "N", "S", "H", "H", "H", "H", "H"],
  "coordinates": [[-1.203, -1.529, -0.164], [2.214, -0.895, 0.223], [-1.583, 1.000, -0.125], [-1.372, -0.380, -0.146], [2.983, 0.478, -0.099], [1.987, -1.611, -0.554], [1.885, -1.139, 1.224], [-1.033, 1.442, 0.707], [-1.229, 1.433, -1.062], [-2.649, 1.201, -0.004]],
  "relative_energy_kcal_mol": 43.7,
  "largest_force_ev_per_a": 1.0,
  "orbital_gap_ha": 0.3145,
  "lumo_ev": -0.33
}